Entry from the Open Molecules 2025 dataset: an isolated molecule of C3H7N2P3 at a distorted geometry (ωB97M-V/def2-TZVPD).

Geometry (Å):
C: -1.9918 -0.7771 -0.3692
C: -1.0384 -1.1925 -1.3313
C: -1.5603 0.1910 0.6124
N: 0.2530 -0.9624 -1.3806
N: -0.3981 0.8052 0.5243
P: 1.9751 1.1360 2.0931
P: 1.5323 -0.0644 -1.1049
P: 0.9050 1.6009 0.2364
H: -3.0048 -1.3177 -0.4038
H: -1.5186 -1.7876 -2.1656
H: -2.2606 0.2306 1.5563
H: 1.8586 2.2984 2.7276
H: 0.6587 0.6537 2.4426
H: 1.7147 0.2687 -2.5906
H: 2.8751 -1.0827 -0.8466

Properties
HOMO energy (spin up / spin down) = -5.1 / -8.6 eV
spin multiplicity = 3
DFT total energy = -1251.827016 Ha
orbital gap (spin up / spin down) = 0.2031 / 0.2370 Eh

---

Entry from the Open Molecules 2025 dataset: the ion C3H7N2S with charge +1 at a distorted geometry (ωB97M-V/def2-TZVPD).

Geometry (Å):
S: 2.2971 -0.1771 -0.3448
C: 0.6859 0.0217 0.5963
C: -0.2477 1.0752 -0.0078
N: -1.2935 0.3249 -0.7091
C: -1.1042 -0.9667 -0.5428
N: -0.0440 -1.2602 0.1622
H: 2.7223 0.4596 0.7764
H: 0.8436 0.0432 1.6448
H: -0.8008 1.5782 0.7997
H: 0.3099 1.6587 -0.8337
H: -2.0521 0.9837 -0.7854
H: -1.8597 -1.6892 -0.7479
H: 0.5433 -2.0518 -0.0080

Properties
net charge = +1
HOMO energy = -13.9 eV
structure (SMILES) = S[C@H]1CNC=[NH+]1
DFT total energy = -625.922401 Ha
orbital gap = 0.3619 Eh
relative energy (zero: lowest compared OMol25 entry of this formula, charge and spin) = 1.355 eV

---

Entry from the Open Molecules 2025 dataset: a cluster of 2 separate species, C3H7N2S2 in total at a distorted geometry (ωB97M-V/def2-TZVPD).

Geometry (Å):
C: -1.9104 -1.8308 0.2625
C: -3.1993 -1.5159 0.0546
C: -0.7067 -1.1795 0.1998
N: 0.3337 -0.6243 0.1304
N: 2.1592 0.9448 -0.5288
S: -4.0359 0.0919 -0.2243
S: -2.7259 1.6240 -0.0580
H: -1.5869 -2.8663 0.5232
H: -3.9959 -2.2905 0.0904
H: 1.3995 0.1987 -0.3144
H: 1.7493 1.8224 -0.6654
H: -2.5547 1.7327 -1.3756
H: 2.7370 1.1057 0.2052
H: 2.7159 0.8319 -1.4077

Properties
net charge = +1
HOMO energy = -12.7 eV
DFT total energy = -1024.108323 Ha
orbital gap = 0.3286 Eh
relative energy (zero: lowest compared OMol25 entry of this formula, charge and spin) = 1.488 eV